one.
9 unconnected molecules or ions with the total composition C30H84N6O12. Source: the OMol25 dataset; level of theory: ωB97M-V with the def2-TZVPD basis set.

The geometry in ORCA input format:
```
! wB97M-V def2-TZVPD RIJCOSX def2/J DEFGRID3
* xyz 0 1
C -16.257 -9.644 10.578
O -16.043 -8.918 11.814
C -17.319 -8.783 12.432
C -17.161 -8.201 13.815
C -18.443 -7.822 14.466
N -16.237 -7.063 13.835
H -15.286 -9.916 10.126
H -16.955 -9.149 9.839
H -16.807 -10.547 10.854
H -17.943 -8.107 11.868
H -17.813 -9.782 12.486
H -16.599 -8.981 14.391
H -18.238 -7.215 15.430
H -19.151 -8.657 14.638
H -19.038 -7.174 13.832
H -15.407 -7.341 13.285
H -16.576 -6.232 13.372
C -21.441 -5.114 13.300
O -21.603 -5.414 14.612
C -22.749 -4.913 15.167
C -22.525 -4.457 16.629
C -21.918 -3.063 16.652
N -21.726 -5.311 17.539
H -20.376 -5.323 12.931
H -21.569 -3.932 13.152
H -22.002 -5.711 12.560
H -23.167 -4.047 14.590
H -23.526 -5.660 15.140
H -23.534 -4.434 17.068
H -22.616 -2.289 16.265
H -21.110 -2.977 15.949
H -21.478 -2.821 17.637
H -22.371 -6.073 17.781
H -20.825 -5.534 17.074
C -17.226 -11.228 7.841
O -17.529 -12.209 8.839
C -18.553 -13.148 8.473
C -19.933 -12.783 9.148
C -19.921 -12.990 10.648
N -20.966 -13.718 8.707
H -18.110 -10.689 7.551
H -16.781 -11.661 6.960
H -16.527 -10.520 8.281
H -18.709 -13.199 7.378
H -18.234 -14.118 8.798
H -20.288 -11.733 8.955
H -19.297 -12.177 11.030
H -19.493 -13.983 10.876
H -20.935 -12.868 11.001
H -20.900 -14.586 9.305
H -20.905 -13.949 7.758
C -17.929 -3.679 13.339
O -17.607 -4.723 12.461
C -16.829 -4.465 11.283
C -17.601 -4.790 10.009
C -18.076 -6.246 9.987
N -16.698 -4.463 8.953
H -17.120 -3.262 13.945
H -18.754 -4.040 14.050
H -18.452 -2.900 12.773
H -16.450 -3.453 11.263
H -15.969 -5.122 11.346
H -18.437 -4.084 10.014
H -18.874 -6.480 10.713
H -17.266 -6.955 10.059
H -18.520 -6.374 8.989
H -16.985 -4.694 8.039
H -15.788 -4.890 9.077
C -16.078 -4.151 20.971
O -16.545 -5.433 20.650
C -17.193 -5.948 21.795
C -18.173 -6.979 21.421
C -19.322 -6.309 20.687
N -18.665 -7.665 22.659
H -16.975 -3.471 20.867
H -15.223 -3.972 20.293
H -15.733 -4.037 21.974
H -16.448 -6.290 22.491
H -17.848 -5.188 22.285
H -17.623 -7.667 20.740
H -19.970 -5.691 21.331
H -20.015 -7.023 20.283
H -18.864 -5.665 19.919
H -19.644 -7.795 22.609
H -18.199 -8.523 22.766
C -11.721 -3.121 9.816
O -11.099 -2.972 11.121
C -11.960 -3.171 12.219
C -12.780 -4.492 12.083
C -13.336 -4.829 13.418
N -11.887 -5.578 11.509
H -12.651 -2.614 9.682
H -11.798 -4.205 9.577
H -10.968 -2.675 9.166
H -11.343 -3.150 13.103
H -12.699 -2.403 12.384
H -13.594 -4.166 11.394
H -14.105 -5.573 13.478
H -13.815 -3.908 13.719
H -12.571 -5.111 14.183
H -11.025 -5.211 11.123
H -11.592 -6.253 12.233
O -15.029 -7.726 19.887
C -15.566 -7.717 18.568
C -14.953 -6.562 17.744
O -15.777 -6.204 16.638
H -15.392 -7.003 20.435
H -15.281 -8.688 18.167
H -16.647 -7.625 18.691
H -13.970 -6.727 17.393
H -14.957 -5.592 18.374
H -15.638 -6.725 15.812
O -21.163 -8.218 12.446
C -22.060 -8.531 13.529
C -23.483 -7.976 13.354
O -23.985 -8.283 12.091
H -21.631 -8.419 11.642
H -22.086 -9.603 13.723
H -21.609 -8.005 14.390
H -23.604 -6.896 13.488
H -24.072 -8.403 14.166
H -24.398 -9.104 12.181
O -13.987 -6.114 9.798
C -13.914 -7.389 9.259
C -12.972 -7.387 8.117
O -12.665 -8.714 7.675
H -13.184 -5.965 10.355
H -13.577 -8.171 9.943
H -14.876 -7.704 8.899
H -12.003 -6.952 8.377
H -13.407 -6.772 7.309
H -11.933 -8.626 7.091
*
```

LUMO ... 0.5 eV
SMILES string ... COC[C@H](C)N.COC[C@H](C)N.COC[C@H](C)N.COC[C@H](C)N.COC[C@H](C)N.COC[C@H](C)N.OCCO.OCCO.OCCO
HOMO ... -8.9 eV

=====

two.
12 unconnected molecules or ions with the total composition C30H84N6O12. Source: the OMol25 dataset; level of theory: ωB97M-V with the def2-TZVPD basis set.

The geometry in ORCA input format:
```
! wB97M-V def2-TZVPD RIJCOSX def2/J DEFGRID3
* xyz 0 1
N 14.858 -1.853 -9.141
C 15.382 -0.890 -8.466
N 16.423 -1.266 -7.877
O 15.063 0.294 -8.602
H 14.012 -1.800 -9.691
H 15.047 -2.750 -8.717
H 16.517 -2.268 -7.800
H 16.888 -0.761 -7.136
N 20.996 -9.588 -1.650
C 19.894 -8.859 -1.682
N 20.069 -7.558 -1.498
O 18.809 -9.383 -1.779
H 21.926 -9.199 -1.593
H 20.764 -10.570 -1.676
H 19.250 -6.998 -1.306
H 21.028 -7.246 -1.546
N 9.898 -12.530 -4.748
C 10.295 -11.355 -5.130
N 11.008 -11.345 -6.294
O 10.282 -10.365 -4.469
H 9.349 -12.433 -3.906
H 9.966 -13.403 -5.251
H 11.366 -10.437 -6.555
H 11.092 -12.218 -6.796
C 10.870 -2.757 -6.399
C 11.184 -4.273 -6.441
C 11.283 -4.851 -7.891
O 12.395 -4.387 -5.708
H 9.792 -2.620 -6.483
H 11.401 -2.171 -7.149
H 11.140 -2.253 -5.471
H 10.367 -4.751 -5.902
H 10.358 -4.878 -8.468
H 11.652 -5.872 -7.796
H 11.993 -4.345 -8.545
H 12.205 -4.580 -4.787
C 13.143 -10.013 -13.098
C 13.838 -8.828 -12.408
C 15.237 -8.586 -12.850
O 13.112 -7.693 -12.782
H 13.707 -10.884 -12.763
H 13.115 -10.028 -14.188
H 12.093 -10.132 -12.833
H 13.874 -8.927 -11.324
H 15.198 -8.141 -13.844
H 15.944 -9.409 -12.741
H 15.497 -7.760 -12.188
H 12.180 -7.762 -12.563
C 23.943 -9.142 -8.112
C 24.612 -7.949 -8.766
C 23.934 -6.573 -8.360
O 26.008 -7.997 -8.553
H 24.065 -8.999 -7.038
H 24.392 -10.100 -8.373
H 22.883 -9.264 -8.337
H 24.419 -8.014 -9.837
H 24.050 -6.369 -7.296
H 22.854 -6.670 -8.476
H 24.367 -5.682 -8.815
H 26.307 -7.215 -8.084
C 23.794 1.162 -6.704
C 23.953 -0.359 -6.808
C 22.685 -1.069 -7.281
O 25.112 -0.496 -7.578
H 24.707 1.749 -6.604
H 23.301 1.471 -5.782
H 23.318 1.642 -7.559
H 24.135 -0.633 -5.769
H 22.777 -2.146 -7.141
H 22.528 -0.943 -8.353
H 21.735 -0.825 -6.805
H 24.857 -0.423 -8.501
C 14.757 -13.971 -3.890
C 15.262 -12.818 -3.122
C 14.642 -12.757 -1.764
O 16.611 -12.894 -2.743
H 13.683 -13.970 -4.078
H 14.977 -14.867 -3.310
H 15.187 -14.009 -4.891
H 15.056 -11.905 -3.681
H 14.894 -13.510 -1.017
H 13.561 -12.616 -1.751
H 14.926 -11.818 -1.289
H 16.893 -11.982 -2.635
C 19.231 -14.610 -10.661
C 17.878 -13.926 -10.773
C 17.822 -12.591 -9.897
O 17.782 -13.453 -12.116
H 19.949 -13.921 -11.104
H 19.236 -15.581 -11.157
H 19.425 -14.820 -9.609
H 17.025 -14.546 -10.500
H 17.878 -12.727 -8.817
H 16.834 -12.229 -10.182
H 18.515 -11.827 -10.249
H 18.359 -14.071 -12.572
C 16.415 -7.867 -6.705
C 17.241 -6.583 -6.399
C 18.598 -6.657 -7.021
O 16.567 -5.406 -6.828
H 16.409 -8.038 -7.782
H 15.370 -7.838 -6.397
H 16.835 -8.728 -6.186
H 17.408 -6.465 -5.328
H 18.990 -5.700 -7.368
H 18.587 -7.278 -7.916
H 19.347 -7.008 -6.311
H 15.772 -5.313 -6.299
C 19.308 -1.087 -1.375
C 20.330 -1.899 -2.162
C 19.784 -2.856 -3.290
O 21.136 -0.914 -2.811
H 18.648 -0.369 -1.860
H 19.801 -0.413 -0.674
H 18.735 -1.858 -0.861
H 20.910 -2.517 -1.476
H 19.045 -3.561 -2.908
H 20.545 -3.401 -3.848
H 19.187 -2.309 -4.020
H 21.650 -0.479 -2.127
C 22.496 -8.435 -15.058
C 21.754 -9.138 -13.952
C 20.891 -8.258 -13.020
O 20.905 -9.956 -14.612
H 23.050 -7.548 -14.751
H 21.810 -8.011 -15.791
H 23.229 -9.032 -15.600
H 22.496 -9.707 -13.392
H 21.578 -7.605 -12.482
H 20.191 -8.836 -12.418
H 20.295 -7.674 -13.722
H 20.585 -10.637 -14.015
*
```

LUMO ... 0.0 eV
SMILES string ... NC(N)=O.NC(N)=O.NC(N)=O.CC(C)O.CC(C)O.CC(C)O.CC(C)O.CC(C)O.CC(C)O.CC(C)O.CC(C)O.CC(C)O
HOMO ... -9.2 eV

=====

Which one sits at the bottom of the stability order? one does.

=====

one.
2 unconnected molecules or ions with the total composition C4H8N2O4. Source: the OMol25 dataset; level of theory: ωB97M-V with the def2-TZVPD basis set.

The geometry in ORCA input format:
```
! wB97M-V def2-TZVPD RIJCOSX def2/J DEFGRID3
* xyz 0 1
N 3.704 -1.006 0.854
C 3.273 -1.884 1.816
O 2.328 -1.663 2.567
C 4.294 -2.945 2.239
C 3.611 -4.230 2.746
N 3.834 -5.110 1.614
C 4.820 -4.647 0.799
O 5.372 -5.209 -0.116
O 5.108 -3.369 1.146
H 3.960 -0.068 1.139
H 4.146 -1.335 0.004
H 4.940 -2.493 3.000
H 4.093 -4.610 3.656
H 2.544 -4.073 2.945
H 3.672 -6.106 1.671
O 1.509 -2.377 -0.388
H 2.053 -1.504 -0.496
H 0.641 -2.096 -0.073
*
```

LUMO ... 0.4 eV
SMILES string ... NC(=O)[C@H]1CNC(=O)O1.O
HOMO ... -10.1 eV

=====

two.
2 unconnected molecules or ions with the total composition C4H8N2O4. Source: the OMol25 dataset; level of theory: ωB97M-V with the def2-TZVPD basis set.

The geometry in ORCA input format:
```
! wB97M-V def2-TZVPD RIJCOSX def2/J DEFGRID3
* xyz 0 1
C 1.223 1.397 1.072
C 2.060 0.348 0.417
O 3.260 0.328 0.409
C 1.267 -0.777 -0.266
O 0.711 -1.677 0.309
O 1.297 -0.647 -1.583
H 0.667 0.930 1.884
H 0.511 1.797 0.351
H 1.862 2.183 1.465
H 0.772 -1.337 -2.013
N -1.684 -0.135 0.891
C -1.531 0.148 -0.428
N -1.728 -0.910 -1.274
O -1.200 1.246 -0.833
H -1.610 0.619 1.553
H -1.862 -1.062 1.226
H -1.844 -0.689 -2.244
H -2.171 -1.761 -0.936
*
```

LUMO ... 0.5 eV
SMILES string ... CC(=O)C(=O)O.NC(N)=O
HOMO ... -9.7 eV

=====

three.
A single C4H8N2O4 molecule. Source: the OMol25 dataset; level of theory: ωB97M-V with the def2-TZVPD basis set.

The geometry in ORCA input format:
```
! wB97M-V def2-TZVPD RIJCOSX def2/J DEFGRID3
* xyz 0 1
C -1.469 -1.157 1.075
C -1.378 -0.904 -0.380
O -2.141 -1.318 -1.216
C -0.184 -0.043 -0.893
N 0.953 -0.924 -0.979
O -0.539 0.509 -2.120
O 0.137 1.072 -0.078
C 1.042 0.991 0.937
N 1.857 2.081 0.906
O 1.108 0.130 1.762
H -0.498 -1.452 1.474
H -2.246 -1.896 1.285
H -1.724 -0.205 1.554
H 1.744 -0.437 -1.397
H 0.714 -1.716 -1.589
H -1.397 0.150 -2.375
H 2.382 2.292 1.750
H 1.638 2.827 0.285
*
```

LUMO ... 0.7 eV
SMILES string ... CC(=O)[C@@](N)(O)OC(N)=O
HOMO ... -10.1 eV

=====

Which one sits at the bottom of the stability order? one does.